A cluster of 2 separate species, C30H50BN4O7S in total. Source: the OMol25 dataset; level of theory: wB97M-V/def2-TZVPD.

The geometry in XYZ format:
```
93
Properties=species:S:1:pos:R:3:lowdin_charge:R:1
C -4.2105 0.7953 3.4105 -0.114
C -3.6023 1.5162 2.0293 -0.215
C -2.0064 1.8036 2.2672 -0.184
C -1.1465 2.1346 0.9118 -0.148
C 0.4041 1.7750 1.4259 -0.020
C 0.8644 2.2018 2.9703 -0.070
C 1.3151 0.9767 3.9949 0.044
C 1.7923 1.5944 5.4750 -0.003
C 1.7216 3.2153 5.6158 -0.087
N 1.2649 4.2687 4.6648 0.007
C 0.8265 3.7889 3.3230 -0.030
N 1.1375 1.1340 0.4405 0.010
C 2.5677 0.6955 0.7797 -0.089
C 2.6207 -0.8992 1.2245 -0.168
C 1.1502 -1.6118 1.3527 -0.215
S 1.4283 -3.1671 2.4284 0.800
O 2.0534 -4.2462 1.5039 -0.353
O 0.0175 -3.6878 2.8901 -0.389
O 2.3500 -2.8398 3.8392 -0.225
C 0.3702 0.9585 -0.8871 -0.228
C 0.8513 -0.2592 -1.8725 -0.108
C -0.3605 -1.1474 -2.5284 -0.164
C 0.1357 -2.4992 -3.3295 -0.239
N 1.4133 -2.3310 -4.1218 -0.122
C 1.7739 -3.7350 -4.6494 -0.192
C 2.6932 -4.4199 -3.4475 -0.075
C 2.0282 -5.4591 -2.3651 -0.041
C 2.9224 -6.1000 -1.1481 -0.069
C 4.5059 -5.6503 -1.0623 -0.054
C 5.1931 -4.6259 -2.1895 0.002
C 4.3021 -3.9665 -3.4361 -0.138
O 4.8513 -3.0569 -4.4607 -0.077
C 0.7624 2.2936 -1.8148 -0.125
O 2.1899 2.6434 -1.7553 -0.212
C 2.8229 2.6538 -3.0829 -0.228
C 4.4219 2.2383 -2.8211 -0.089
C -1.1742 1.0285 -0.3422 -0.079
B -2.3565 1.6367 -1.3655 -0.435
N -3.4244 0.6126 -1.8037 0.085
O -2.4033 3.0362 -1.8416 0.028
H -4.9983 1.4852 3.9650 0.080
H -4.6637 -0.2653 3.2055 0.085
H -3.3034 0.6688 4.1556 0.072
H -3.6656 0.6636 1.1972 0.112
H -4.2296 2.4479 1.6972 0.108
H -1.9439 2.7760 2.9565 0.142
H -1.5671 0.8429 2.8100 0.122
H -1.2641 3.2641 0.6129 0.166
H 1.3074 -0.1624 3.7309 0.076
H 2.1790 0.8790 6.3459 0.110
H 2.1042 3.6287 6.6709 0.123
H 0.4689 4.5457 2.5023 0.128
H 3.1165 1.4130 1.5236 0.150
H 3.1679 0.7549 -0.2439 0.134
H 3.2218 -1.5189 0.4002 0.145
H 3.1665 -0.9152 2.2771 0.120
H 0.6887 -1.9879 0.3415 0.121
H 0.3435 -0.9817 1.9358 0.097
H 1.7458 -3.0291 4.6150 0.108
H 1.4432 0.2218 -2.7905 0.114
H 1.6139 -1.0170 -1.3805 0.119
H -0.8879 -0.4607 -3.3463 0.119
H -1.1990 -1.4066 -1.7196 0.127
H 0.1975 -3.3591 -2.5049 0.124
H -0.7137 -2.7746 -4.1081 0.130
H 1.1925 -1.7147 -4.9420 0.111
H 0.7445 -4.2761 -4.8177 0.113
H 2.3402 -3.6713 -5.6742 0.131
H 0.8747 -5.7087 -2.5096 0.097
H 2.3739 -6.8263 -0.4042 0.093
H 5.1513 -6.0711 -0.1802 0.084
H 6.3309 -4.3463 -2.1076 0.087
H 4.2894 -2.2262 -4.4694 0.101
H 0.4252 2.1469 -2.9496 0.151
H 0.1716 3.2665 -1.4545 0.150
H 2.3943 1.8774 -3.8464 0.116
H 2.8717 3.7262 -3.5851 0.138
H 4.6533 1.1222 -3.0867 0.075
H 5.1737 2.9426 -3.3779 0.084
H 4.6218 2.3705 -1.6581 0.084
H -1.5056 0.0539 0.2580 0.159
H -4.3810 0.9926 -1.6012 0.080
H -3.3806 0.4871 -2.8535 0.081
H -2.3397 2.9463 -2.8569 0.138
C -8.4707 2.1982 2.3272 -0.090
C -7.3646 3.1698 1.9716 -0.327
O -6.6212 2.6754 0.8673 -0.112
H -8.0550 1.2162 2.5759 0.076
H -9.0507 2.5626 3.1799 0.079
H -9.1461 2.0522 1.4779 0.076
H -6.6797 3.2959 2.8153 0.104
H -7.7731 4.1505 1.7090 0.111
H -7.2366 2.5749 0.1209 0.091
```

The calculation puts the energy above the lowest of the compared OMol25 structures with the same formula, charge and spin at 2331.6 kJ/mol. Its charge is +1. The value obtained for the highest occupied orbital energy is -0.364 Ha. The calculation puts the HOMO-LUMO gap at 0.219 hartree.